C42H101N11O20S3 | ωB97M-V with the def2-TZVPD basis set

Computed properties:
Electronic energy = -4962.7119 Ha
ΔE to the lowest compared entry with this formula, charge and spin = 119.2 kJ/mol
HOMO-LUMO gap = 9.3 eV

The geometry in XYZ format:
```
177
Properties=species:S:1:pos:R:3:forces:R:3
H 19.055660 17.722560 21.369348 0.51 -1.12 0.57
H 8.535762 16.193447 15.632975 -0.06 0.28 0.44
C 9.802826 21.173257 14.336836 0.86 2.12 -0.64
H 13.788088 9.495333 20.708723 0.02 -0.33 -1.12
H 16.164277 11.944403 11.453096 -0.35 0.13 -1.57
C 12.565957 13.489678 20.360770 -2.66 -0.26 -1.33
O 10.640267 11.046131 18.596919 0.71 0.04 -0.35
C 19.426559 17.791955 13.549718 0.16 -0.35 -0.27
N 10.614987 16.483607 13.540631 1.04 -0.70 -2.27
H 13.525895 25.425373 17.941700 0.41 -0.78 -0.50
H 14.911594 19.618384 21.409761 0.26 -0.20 -0.05
C 13.979207 15.137633 16.353165 0.66 0.13 0.59
C 10.192038 19.799953 10.767275 -0.49 1.24 0.63
C 12.882950 18.101443 16.774190 0.30 -0.58 -0.85
N 13.192928 24.369743 15.324512 2.11 -1.34 0.56
H 13.002202 19.714305 18.198341 0.35 0.09 0.21
C 12.692422 19.548760 17.176838 1.60 -0.51 -0.58
H 16.515388 11.129492 9.818454 -0.81 1.14 0.73
H 19.234828 13.263688 13.737866 0.94 1.02 -0.63
H 11.334920 16.103162 11.609288 -0.42 0.90 -1.20
S 16.684551 13.424346 9.615673 -0.35 1.44 1.50
C 18.651058 12.412633 13.937079 -3.10 -0.01 -1.21
H 9.869950 9.879738 20.956938 -0.13 1.09 0.97
H 20.129938 13.340721 16.376318 -0.48 0.47 0.27
N 17.975380 13.027384 16.181913 0.27 0.63 0.72
O 14.341352 16.645584 14.214470 -0.24 0.26 1.37
S 14.730467 16.555088 15.614547 1.44 0.23 -1.31
H 12.328107 26.191224 14.821346 -0.03 0.33 0.02
H 19.291596 18.875255 20.043891 -0.61 -0.07 0.40
H 11.062154 11.877563 14.224594 0.88 0.11 -1.48
C 11.407464 15.695074 12.575424 -0.38 -1.04 0.70
C 9.465343 10.213932 18.840038 -1.07 0.84 -1.79
H 17.479263 20.674200 20.368652 0.85 1.50 -0.84
H 10.085996 17.229428 13.114995 -0.35 0.25 0.51
N 14.254372 20.678865 12.680684 -0.44 -0.34 0.27
H 14.355372 14.873134 19.788409 0.07 0.39 0.02
H 9.976812 20.294681 14.932264 0.22 -0.31 0.21
H 16.160235 22.287276 12.227291 -0.99 0.62 0.54
C 17.107351 19.461742 14.108748 2.16 -0.23 0.46
N 17.251888 15.382623 20.552903 -0.30 -0.38 -0.52
C 17.838281 16.478343 18.444977 -0.91 0.67 0.43
C 15.475221 20.417101 20.938603 -0.83 1.42 1.26
H 10.734428 18.880908 10.789682 0.42 -0.72 -0.45
N 11.394444 11.974295 13.230508 -1.39 0.19 0.81
C 15.265586 22.860492 12.606905 0.05 -1.86 0.99
H 8.583676 10.886888 18.894627 0.49 -0.13 0.36
H 9.329260 19.736350 10.065690 0.56 -0.05 0.76
H 15.124611 20.374928 12.279776 0.64 0.11 -0.20
C 17.165848 14.107408 21.272402 0.89 0.50 0.18
C 16.733416 15.858866 11.783052 0.12 0.24 0.05
C 17.224479 15.347544 19.195953 0.94 -0.55 1.56
C 15.972744 11.997773 10.326714 0.93 -1.68 1.33
N 18.627325 18.369743 12.499228 0.94 -0.76 0.05
H 14.195003 15.376401 17.410195 -0.76 -0.52 -0.11
H 12.920050 14.986071 16.037847 0.79 0.23 0.45
H 13.806718 10.834283 17.324449 -0.20 0.33 0.00
H 13.167168 13.197272 21.161187 1.31 -0.39 1.28
H 13.465632 9.481014 18.960560 -1.46 -0.32 -1.66
O 15.198437 23.447730 15.949221 -0.92 0.42 0.06
H 11.384026 24.695738 14.652890 -0.10 0.77 0.60
O 16.371272 12.881302 14.619513 0.90 0.40 -0.15
H 16.847751 18.553838 14.640226 -0.79 -0.07 0.11
H 9.861255 17.002252 16.512129 0.02 0.12 0.97
C 17.541181 19.114579 12.707381 -1.34 1.23 -0.89
C 14.885285 10.848220 17.247086 0.51 -0.49 -0.30
H 17.951420 13.439075 20.888142 -0.59 0.01 -0.13
H 15.402495 23.265871 13.623069 0.49 -0.25 -0.27
C 14.285171 24.259259 16.104093 -0.04 1.84 1.25
O 11.459366 15.663962 20.662241 0.53 -0.64 -0.34
H 8.749419 21.375541 14.278905 -0.63 -0.07 0.43
H 18.797976 18.023264 11.560531 -0.36 0.41 0.21
H 20.285063 17.266205 13.153593 -0.16 -0.45 -0.49
O 16.481008 13.307887 8.235627 0.11 -0.20 -2.21
O 16.914438 19.553406 11.737318 -0.28 -0.05 0.10
H 15.167190 9.833310 16.933689 0.15 0.19 0.09
H 14.839362 8.501292 19.702401 -0.64 0.67 -0.58
C 15.569223 14.966668 11.430705 2.10 -0.84 -0.56
C 14.006861 21.993398 12.801675 0.78 0.40 0.31
H 10.923861 21.639445 12.524331 -0.20 -0.23 0.61
H 10.859275 20.624564 10.452552 -0.29 -0.48 0.08
C 14.214152 9.428699 19.666203 1.57 -0.29 3.73
C 12.511786 12.701723 12.948130 0.15 -0.59 -1.71
O 12.937319 22.511444 13.195364 0.68 -0.89 -0.54
H 16.617945 16.818500 11.257956 0.16 -0.20 0.19
H 15.011433 20.647278 19.991157 0.12 -0.05 -0.50
C 12.097821 25.245392 15.304145 -1.05 -0.05 -0.59
H 19.253298 11.608452 14.225195 0.88 -1.10 0.71
O 10.127361 11.231469 16.129132 1.10 0.14 1.07
H 10.924973 11.515454 11.254917 0.02 0.21 0.18
H 8.620211 8.866597 20.194890 -0.13 0.14 0.26
O 10.972892 15.092671 15.274778 -0.24 -0.19 -0.20
H 15.179952 11.513546 16.418885 0.02 -0.01 0.61
O 16.863706 14.312076 18.652440 -0.42 -0.56 -0.93
S 10.763526 11.925998 17.246474 -2.30 0.16 -0.28
O 12.100334 12.407910 17.143189 0.22 -0.51 0.27
C 9.761519 19.982124 12.234518 -0.76 -0.03 0.47
H 11.559160 13.034711 20.576988 0.87 0.51 -0.39
H 12.934360 19.068632 12.454637 -0.60 -0.34 -0.34
O 15.572538 11.077274 20.743920 -0.69 -0.36 -0.23
H 11.065930 14.652387 12.458059 -0.14 0.57 0.43
N 15.534506 11.174010 18.527753 -0.90 0.13 -0.95
H 16.209224 13.608817 21.308355 -0.31 -0.09 -0.44
O 15.655483 14.583827 10.026822 0.33 -0.46 0.02
H 11.683489 19.803325 17.123111 -1.87 0.34 -0.13
N 16.867899 20.100417 20.858770 -0.34 0.19 -0.04
H 18.022763 19.747120 14.643855 0.03 0.12 0.03
C 19.296234 12.676149 16.645172 0.58 -0.76 -0.30
O 14.297922 17.872876 16.461282 -0.11 -0.70 -0.25
H 11.695212 25.411874 16.295747 -0.29 0.09 0.08
N 13.634460 15.572898 19.935737 0.28 0.12 0.07
H 9.051818 17.819443 15.143860 0.40 -0.45 -0.14
H 14.094109 26.356139 16.661039 0.31 -0.06 -0.33
O 18.001084 13.701949 10.139245 -0.68 -0.53 -0.08
C 9.681220 13.287582 17.599984 0.12 -0.46 1.27
H 9.809994 13.964017 16.753184 -0.21 0.06 0.10
C 9.402409 16.861747 15.561994 -0.79 -0.35 -0.68
O 16.158667 16.526059 15.873456 -0.91 -0.08 -0.08
H 9.265324 9.671985 17.883582 0.39 -0.17 0.95
H 9.980368 13.750343 18.575663 -0.12 -0.25 -0.94
H 12.670797 17.443221 17.621173 -0.43 -0.14 -0.30
H 10.300360 22.109048 14.767084 -0.46 -1.49 -0.55
H 14.593222 17.357176 19.333880 0.73 -0.02 -1.04
O 9.000159 19.210072 12.829323 0.12 -0.69 -0.85
C 18.836460 18.693740 21.038116 0.46 2.48 -0.25
C 14.310573 25.402378 17.150335 0.03 0.28 0.62
H 9.978785 10.604926 12.424054 0.42 0.93 0.12
H 14.833877 17.003082 21.014321 -0.94 0.14 -0.18
C 10.416156 11.619011 12.218093 -0.73 -0.75 -0.63
H 14.655763 14.283256 16.091774 -0.59 0.75 -0.06
H 17.312022 13.348138 16.882755 0.01 0.15 -0.24
H 13.817794 13.784492 14.233695 -0.38 -0.81 -0.22
H 12.946167 13.049176 19.416230 -0.13 0.41 0.51
H 18.581984 17.070825 18.977070 -0.10 -0.35 0.05
C 14.099857 16.957510 20.188531 -1.28 -0.44 0.25
H 14.620561 15.365182 11.580589 -1.56 1.04 -0.04
H 16.689091 16.031200 12.866794 0.19 0.09 -0.18
H 15.332539 21.323141 21.592317 0.13 -0.76 -0.60
H 13.182985 12.248669 14.931737 -0.54 -0.02 0.75
C 12.439123 15.008207 20.327755 0.57 0.73 0.22
H 15.052147 23.676514 11.999537 -0.37 1.41 -1.30
C 13.482997 12.740710 14.034130 2.03 0.93 0.57
H 17.246874 16.278031 21.023620 0.06 -0.04 0.25
C 9.574649 9.375740 20.079506 0.43 -1.27 -1.11
H 19.239227 19.495623 21.694859 0.41 -0.81 -0.15
H 17.694411 15.373036 11.488009 -0.82 0.50 0.41
H 10.317742 8.580344 20.004115 0.07 -0.03 -0.44
N 10.235057 21.014150 12.945966 0.90 0.55 -0.58
H 18.193768 16.073866 17.536529 0.67 -0.36 -0.96
C 17.572386 12.829112 14.917858 -0.80 -1.01 0.54
H 12.352418 17.811145 15.832638 -0.12 0.32 0.94
H 14.899463 11.980178 10.104074 0.34 0.07 0.07
H 15.281222 25.495262 17.645749 -0.16 -0.24 -0.18
H 16.468802 20.330660 14.210364 -0.53 -0.38 -0.35
H 13.204708 17.625784 20.244083 0.64 -0.69 0.75
H 9.549806 12.311961 12.052665 0.84 -0.24 0.44
H 12.743152 20.180101 13.894064 -0.50 -0.52 -0.39
H 12.467387 15.634714 12.751758 0.35 0.18 0.76
H 17.025228 17.115506 18.133101 -0.26 0.55 -0.15
H 13.231088 20.204195 16.485921 0.05 -0.02 0.20
C 15.114719 10.623161 19.689619 1.52 0.64 0.65
H 17.456364 14.301286 22.288929 0.02 0.22 0.58
H 13.239175 23.729302 14.584387 -0.31 -1.22 -1.47
C 17.368660 18.920840 21.180104 -0.33 -0.76 -0.65
H 15.573592 14.072962 12.015486 0.12 -0.74 0.55
O 16.624403 18.060111 21.594741 -0.31 -1.61 0.93
H 19.910761 18.543076 14.123857 0.05 0.88 0.88
C 10.381427 16.046771 14.760819 0.27 0.82 0.70
H 18.059352 12.070738 13.056144 0.79 0.55 0.30
H 13.940471 18.903398 13.905372 0.16 0.66 -0.87
H 19.545660 11.771791 16.102037 0.31 -0.43 0.42
O 12.805558 13.146160 11.821657 -0.80 -0.66 1.07
H 15.900357 12.105539 18.679793 0.25 0.03 -0.24
H 8.680009 12.827505 17.716504 0.44 0.56 -0.33
H 14.414236 12.214364 13.748269 -0.54 0.32 -0.27
H 18.843181 17.129549 14.172663 -0.06 -0.25 0.34
C 13.418032 19.622771 13.231070 0.13 0.85 1.45
H 19.320730 12.434877 17.715870 -0.21 0.33 -0.34
```
Forces are in eV/Å.